1.
DFT (ωB97M-V/def2-TZVPD) results for one molecule with the formula C6H10O.

The value obtained for the HOMO energy is -9.0 eV. Its LUMO energy is 0.98 eV. The energy above the lowest of the compared OMol25 structures with the same formula, charge and spin comes out at 10.37 kcal/mol. As for the SMILES: C/C=C(/C)CC=O.

XYZ file:
```
17
Properties=species:S:1:pos:R:3:nbo_charge:R:1
C 2.07376 -0.63132 0.46775 -0.643
C 0.91648 -0.80611 -0.47069 -0.162
C -0.17507 -0.04567 -0.57103 0.003
C -1.27172 -0.35530 -1.55853 -0.630
C -0.44968 1.14362 0.32009 -0.554
C -1.14440 0.73563 1.61185 0.448
O -0.82769 -0.22655 2.26655 -0.512
H 3.02386 -0.73379 -0.06949 0.213
H 2.07063 0.34066 0.96948 0.205
H 2.05446 -1.39938 1.24963 0.229
H 0.98212 -1.67077 -1.13303 0.193
H -1.28223 0.37711 -2.37673 0.213
H -1.15216 -1.35097 -1.99542 0.219
H -2.25894 -0.31237 -1.08021 0.207
H -1.06300 1.89157 -0.19701 0.218
H 0.47754 1.65033 0.61996 0.245
H -1.97397 1.39331 1.94683 0.106
```

2.
DFT (ωB97M-V/def2-TZVPD) results for one molecule with the formula C6H10O.

The value obtained for the HOMO energy is -7.4 eV. Its LUMO energy is 0.57 eV. The energy above the lowest of the compared OMol25 structures with the same formula, charge and spin comes out at 88.52 kcal/mol.

XYZ file:
```
17
Properties=species:S:1:pos:R:3:nbo_charge:R:1
C 0.98559 1.87961 -0.00391 -0.642
C -2.14236 -0.44634 -0.43648 -0.628
C 0.53395 -0.76721 -0.13349 0.282
C 0.19970 0.64843 -0.30036 -0.070
C -0.97934 0.18840 0.28451 -0.119
C 1.55851 -0.91184 0.77276 -0.544
O 0.30703 -1.67337 -1.15359 -0.682
H 0.56838 -2.54930 -0.83991 0.478
H -1.27367 0.65077 1.23300 0.181
H 1.12644 2.06370 1.06555 0.204
H 1.97282 1.82605 -0.46251 0.227
H 0.42693 2.73985 -0.38159 0.224
H 2.45427 -1.46140 0.51106 0.206
H 1.57984 -0.36461 1.69971 0.207
H -1.96345 -0.52176 -1.50781 0.233
H -2.31568 -1.45716 -0.06453 0.217
H -3.03894 0.15619 -0.28243 0.227
```

3.
DFT (ωB97M-V/def2-TZVPD) results for C6H10O as an isolated structure.

The value obtained for the HOMO energy is -7.1 eV. Its LUMO energy is 0.68 eV. The energy above the lowest of the compared OMol25 structures with the same formula, charge and spin comes out at 112.30 kcal/mol.

XYZ file:
```
17
Properties=species:S:1:pos:R:3:nbo_charge:R:1
C 1.93664 0.34923 -0.86273 -0.695
C 0.64435 0.69652 -0.22221 0.480
C -0.32673 -1.25540 1.00605 -0.696
C -1.14469 -1.00898 -0.27030 -0.422
C -0.81820 0.46194 -0.47450 -0.331
C -0.89717 1.24031 0.85207 -0.155
O 0.46621 1.63927 0.66671 -0.390
H 2.77762 0.43329 -0.16833 0.244
H 1.88200 -0.68088 -1.22676 0.241
H 2.14698 0.98988 -1.73118 0.235
H 0.61287 -1.78366 0.82523 0.193
H -0.86069 -1.78631 1.80267 0.209
H -2.22318 -1.15675 -0.14482 0.207
H -0.83713 -1.62870 -1.12183 0.207
H -1.20971 1.02700 -1.32894 0.237
H -0.60399 0.06820 1.49276 0.245
H -1.57559 2.06226 1.07197 0.192
```

4.
DFT (ωB97M-V/def2-TZVPD) results for C6H10O as an isolated structure.

The value obtained for the HOMO energy (alpha / beta) is -7.8 / -7.5 eV. Its LUMO energy (alpha / beta) is -0.26 / -0.30 eV. The energy above the lowest of the compared OMol25 structures with the same formula, charge and spin comes out at 111.72 kcal/mol.

XYZ file:
```
17
Properties=species:S:1:pos:R:3:nbo_charge:R:1
C -0.77640 2.04631 -0.79529 -0.662
C -0.11367 0.81523 -0.24063 0.088
C 1.12027 0.66599 0.32490 -0.318
C 1.50194 -0.72403 0.22668 -0.021
C 0.22321 -1.52889 0.11261 -0.536
C -0.83145 -0.51160 -0.34130 0.044
O -2.04368 -0.49745 0.39272 -0.701
H -1.81655 2.08486 -0.44751 0.241
H -0.83690 2.03314 -1.89459 0.230
H -0.27836 2.97550 -0.50575 0.222
H 1.78129 1.51919 0.46832 0.225
H 2.33638 -2.00481 1.59869 -0.058
H 2.40148 -1.54817 0.79056 0.115
H 0.43754 -2.29328 -0.63744 0.230
H -0.14592 -2.03740 1.01211 0.244
H -1.13791 -0.73334 -1.36807 0.192
H -1.82128 -0.26121 1.30400 0.464
```

5.
DFT (ωB97M-V/def2-TZVPD) results for a 2-piece molecular cluster, C6H10O overall.

The value obtained for the HOMO energy is -8.6 eV. Its LUMO energy is 0.91 eV. The energy above the lowest of the compared OMol25 structures with the same formula, charge and spin comes out at 9.00 kcal/mol. As for the SMILES: CC1=CCC=C1.O.

XYZ file:
```
17
Properties=species:S:1:pos:R:3:nbo_charge:R:1
C 2.25111 0.05627 0.01359 -0.635
C 0.80105 -0.20282 -0.27564 -0.050
C 0.00431 0.43749 -1.15185 -0.174
C -1.38684 -0.12712 -1.09944 -0.500
C -1.27585 -1.18850 -0.03767 -0.198
C -0.00762 -1.22807 0.40972 -0.242
H 2.36853 0.73179 0.86952 0.217
H 2.74935 0.51996 -0.84316 0.223
H 2.78645 -0.86766 0.25947 0.216
H 0.29590 1.26430 -1.79179 0.212
H -1.69026 -0.56266 -2.06235 0.246
H -2.13670 0.63884 -0.85584 0.253
H -2.09026 -1.83735 0.27061 0.219
H 0.38888 -1.90773 1.15898 0.217
O -1.32132 1.68558 1.67445 -0.944
H -1.28114 0.75904 1.38472 0.475
H -0.45560 1.82867 2.07669 0.465
```

6.
DFT (ωB97M-V/def2-TZVPD) results for one molecule with the formula C6H10O.

The value obtained for the HOMO energy is -8.8 eV. Its LUMO energy is 1.01 eV. The energy above the lowest of the compared OMol25 structures with the same formula, charge and spin comes out at 48.85 kcal/mol. As for the SMILES: C[C@@H]1C=C[C@H](O)C1.

XYZ file:
```
17
Properties=species:S:1:pos:R:3:nbo_charge:R:1
C 1.81108 -0.62821 0.18365 -0.596
C 0.61162 0.17261 0.67324 -0.266
C -0.64854 -0.57741 1.07564 -0.048
C -1.76085 0.01579 0.62217 -0.286
C -1.28896 0.61119 -0.64891 0.095
O -0.99104 -0.87794 -1.25376 -0.850
C 0.08680 1.18283 -0.37398 -0.432
H 1.58044 -1.11737 -0.76717 0.205
H 2.67125 0.03656 0.03020 0.208
H 2.10497 -1.39216 0.91007 0.208
H 0.90615 0.69379 1.59360 0.216
H -0.60808 -1.51574 1.61689 0.210
H -2.78744 -0.30089 0.76446 0.220
H -1.99024 1.24854 -1.21453 0.207
H -0.44844 -1.15490 -2.02231 0.474
H 0.64464 1.16238 -1.31241 0.214
H 0.11276 2.22120 -0.00669 0.222
```

7.
DFT (ωB97M-V/def2-TZVPD) results for one molecule with the formula C6H10O.

The value obtained for the HOMO energy is -8.5 eV. Its LUMO energy is 0.23 eV. The energy above the lowest of the compared OMol25 structures with the same formula, charge and spin comes out at 104.09 kcal/mol.

XYZ file:
```
17
Properties=species:S:1:pos:R:3:nbo_charge:R:1
C -0.04808 2.37634 -1.30607 -0.787
C 0.12241 1.55023 -0.09174 0.165
C 1.05388 -1.39226 0.04964 -0.467
C -0.33473 -1.45319 0.61974 0.072
C 0.80729 -1.99345 1.41003 -0.428
O -0.94013 -0.29492 1.11316 -0.517
C -1.06674 0.72048 0.14982 -0.261
H -1.05214 2.46323 -1.75567 0.187
H 0.58574 1.81835 -2.01989 0.276
H 0.42803 3.35794 -1.21869 0.243
H 1.53514 -0.41831 0.02629 0.245
H 1.29215 -2.05426 -0.77873 0.214
H -1.03484 -2.16094 0.17099 0.180
H 0.90109 -3.06730 1.53967 0.214
H 1.10445 -1.39301 2.26422 0.231
H -1.57676 0.35176 -0.76262 0.182
H -1.75021 1.47898 0.58497 0.251
```

8.
DFT (ωB97M-V/def2-TZVPD) results for a 2-piece molecular cluster, C6H10O overall.

The value obtained for the HOMO energy is -9.5 eV. Its LUMO energy is 0.02 eV. The energy above the lowest of the compared OMol25 structures with the same formula, charge and spin comes out at 34.14 kcal/mol. As for the SMILES: C=CC=O.C=CC.

XYZ file:
```
17
Properties=species:S:1:pos:R:3:nbo_charge:R:1
C -1.51093 -1.02686 0.60778 -0.268
C -2.26916 0.05175 0.40852 -0.349
C -1.80730 1.39198 0.84699 0.396
O -0.74194 1.60232 1.38802 -0.529
H -1.82560 -2.01800 0.29393 0.202
H -0.53895 -0.93180 1.08533 0.223
H -3.24234 -0.00856 -0.07442 0.210
H -2.50702 2.22961 0.64834 0.112
C 2.15692 -0.83755 0.48946 -0.420
C 1.78158 -0.62997 -0.77016 -0.165
C 1.10585 0.61476 -1.26323 -0.660
H 2.65851 -1.75349 0.79131 0.198
H 1.98115 -0.08731 1.25920 0.200
H 1.97465 -1.40392 -1.51459 0.190
H 0.12844 0.38370 -1.70550 0.213
H 1.70697 1.09684 -2.04354 0.217
H 0.94917 1.32650 -0.44746 0.229
```

9.
DFT (ωB97M-V/def2-TZVPD) results for one molecule with the formula C6H10O.

The value obtained for the HOMO energy is -8.7 eV. Its LUMO energy is -0.08 eV. The energy above the lowest of the compared OMol25 structures with the same formula, charge and spin comes out at 104.82 kcal/mol.

XYZ file:
```
17
Properties=species:S:1:pos:R:3:nbo_charge:R:1
C 1.78068 0.48158 -0.65236 -0.637
C 0.51810 0.18109 0.12718 0.298
C 0.19270 -1.27901 0.50463 -0.427
C -1.24476 -1.13249 -0.07479 -0.407
C -0.90918 0.32400 -0.51683 -0.401
C -1.35901 1.50011 0.28281 -0.085
O 0.41762 1.04155 1.30737 -0.696
H 2.65925 0.35444 -0.00482 0.225
H 1.88169 -0.18952 -1.51585 0.212
H 1.76623 1.51810 -1.01502 0.220
H 0.81670 -2.01260 -0.02229 0.209
H 0.25751 -1.46003 1.58313 0.227
H -2.05126 -1.19936 0.66720 0.207
H -1.47386 -1.82093 -0.89875 0.209
H -0.97889 0.51850 -1.59843 0.243
H -2.23154 1.27268 0.92318 0.140
H -0.04199 1.90191 0.90365 0.463
```

10.
DFT (ωB97M-V/def2-TZVPD) results for one molecule with the formula C6H10O.

The value obtained for the HOMO energy is -9.6 eV. Its LUMO energy is 0.97 eV. The energy above the lowest of the compared OMol25 structures with the same formula, charge and spin comes out at 9.89 kcal/mol. As for the SMILES: CC/C=C\C(C)=O.

XYZ file:
```
17
Properties=species:S:1:pos:R:3:nbo_charge:R:1
C 1.20748 -0.38744 1.08749 -0.619
C -0.10742 -1.09232 1.41438 -0.446
C -1.27419 -0.85643 0.48877 -0.136
C -1.43712 0.10856 -0.41393 -0.324
C -0.46378 1.21460 -0.71284 0.574
C 0.50889 0.97679 -1.84899 -0.725
O -0.49378 2.26795 -0.11232 -0.535
H 1.10445 0.69994 1.09029 0.222
H 1.96958 -0.63713 1.83072 0.218
H 1.59189 -0.69611 0.10960 0.202
H 0.06944 -2.17351 1.45630 0.211
H -0.42702 -0.81341 2.42584 0.221
H -2.09308 -1.56645 0.60893 0.203
H -2.35750 0.14765 -0.99686 0.228
H 0.05371 1.37374 -2.76374 0.242
H 1.43892 1.52082 -1.66333 0.240
H 0.70954 -0.08725 -2.00031 0.223
```

11.
DFT (ωB97M-V/def2-TZVPD) results for a 2-piece molecular cluster, C6H10O overall.

The value obtained for the HOMO energy is -10.4 eV. Its LUMO energy is 0.18 eV. The energy above the lowest of the compared OMol25 structures with the same formula, charge and spin comes out at 44.57 kcal/mol. As for the SMILES: C#CC(C)=O.CC.

XYZ file:
```
17
Properties=species:S:1:pos:R:3:nbo_charge:R:1
C 2.06318 -1.25553 1.18039 -0.137
C 0.86847 -1.32206 1.09212 -0.135
C -0.57567 -1.36054 0.98911 0.506
C -1.15406 -2.06066 -0.20555 -0.707
O -1.25883 -0.85266 1.86919 -0.492
H 3.12273 -1.17294 1.27115 0.239
H -2.04322 -1.51898 -0.54190 0.244
H -0.43814 -2.08270 -1.03237 0.230
H -1.42701 -3.08248 0.06728 0.250
C 0.22829 1.41230 -1.19800 -0.602
C -0.01588 2.26516 0.02671 -0.609
H -0.38763 0.51115 -1.16858 0.190
H -0.02645 1.95978 -2.10944 0.204
H 1.27830 1.11056 -1.25629 0.203
H 0.33719 3.28655 -0.14191 0.202
H 0.51221 1.85965 0.89494 0.209
H -1.08349 2.30341 0.26314 0.206
```

12.
DFT (ωB97M-V/def2-TZVPD) results for one molecule with the formula C6H10O.

The value obtained for the HOMO energy is -10.0 eV. Its LUMO energy is 0.94 eV. The energy above the lowest of the compared OMol25 structures with the same formula, charge and spin comes out at 34.84 kcal/mol. As for the SMILES: C#C[C@](C)(O)CC.

XYZ file:
```
17
Properties=species:S:1:pos:R:3:nbo_charge:R:1
C -0.87650 -0.56899 -2.44108 -0.220
C -0.59177 -0.52207 -1.27251 -0.028
C -0.09380 -0.51256 0.11673 0.165
C 0.88196 -1.68294 0.26676 -0.608
O -1.20084 -0.73927 0.98313 -0.700
C 0.55694 0.84796 0.43317 -0.398
C -0.42195 2.01775 0.37426 -0.615
H -1.13778 -0.60991 -3.47572 0.237
H 0.38380 -2.60286 -0.05100 0.228
H 1.77883 -1.54272 -0.34050 0.222
H 1.17600 -1.79018 1.32208 0.199
H -0.81241 -1.03656 1.82622 0.465
H 0.99031 0.77986 1.44087 0.198
H 1.38808 1.01235 -0.26327 0.210
H 0.06860 2.95037 0.67147 0.210
H -1.26770 1.84758 1.04578 0.220
H -0.82180 2.15218 -0.63641 0.215
```

Number 1: F_max 0.515 eV/Å. Number 2: F_max 2.003 eV/Å. Number 3: F_max 0.425 eV/Å. Number 4: F_max 0.549 eV/Å. Number 5: F_max 0.328 eV/Å. Number 6: F_max 1.533 eV/Å. Number 7: F_max 0.415 eV/Å. Number 8: F_max 0.547 eV/Å. Number 9: F_max 0.933 eV/Å. Number 10: F_max 0.437 eV/Å. Number 11: F_max 1.479 eV/Å. Number 12: F_max 0.584 eV/Å.